1.
{
  "formula": "C2H9NO2",
  "method": "ωB97M-V/def2-TZVPD",
  "elements": ["C", "O", "C", "N", "H", "H", "H", "H", "H", "H", "H", "H", "H", "O"],
  "xyz": [[1.57, -0.80, -0.24], [1.65, -2.22, -0.34], [0.32, -0.22, -0.87], [0.15, 1.15, -0.39], [1.58, -0.52, 0.82], [2.45, -0.39, -0.72], [0.75, -2.58, -0.34], [0.50, -0.13, -1.94], [-0.56, -0.85, -0.69], [0.35, 1.24, 0.60], [-0.77, 1.51, -0.56], [-2.42, 1.78, 1.01], [-3.18, 1.02, 2.10], [-2.38, 0.99, 1.56]],
  "mulliken_charge": [-0.323, -0.495, -0.398, -0.603, 0.259, 0.251, 0.298, 0.211, 0.344, 0.268, 0.201, 0.306, 0.308, -0.628],
  "lumo_energy_ev": 0.6266,
  "gap_ev": 9.907,
  "smiles": "NCCO.O",
  "total_charge": 0,
  "homo_energy_ev": -9.28
}

---

2.
{
  "formula": "C2H9NO2",
  "method": "ωB97M-V/def2-TZVPD",
  "elements": ["C", "C", "N", "H", "H", "H", "H", "H", "H", "H", "O", "H", "H", "O"],
  "xyz": [[-1.65, -1.15, 0.76], [-0.48, -0.92, 1.40], [0.71, -1.53, 0.91], [-1.83, -1.72, -0.08], [-2.63, -0.73, 1.22], [-0.31, -0.21, 2.19], [0.58, -1.98, 0.01], [1.39, -1.83, 1.68], [0.38, 3.07, 0.14], [1.51, 2.37, -0.54], [1.01, 2.45, 0.27], [0.10, 1.25, -3.08], [0.56, 0.42, -1.95], [0.66, 0.51, -2.92]],
  "mulliken_charge": [-0.833, 0.114, -0.461, 0.290, 0.177, 0.320, 0.191, 0.211, 0.288, 0.310, -0.605, 0.317, 0.316, -0.637],
  "lumo_energy_ev": 0.6427,
  "gap_ev": 8.804,
  "smiles": "C=CN.O.O",
  "total_charge": 0,
  "homo_energy_ev": -8.16
}

---

3.
{
  "formula": "C2H9NO2Si",
  "method": "ωB97M-V/def2-TZVPD",
  "elements": ["C", "C", "N", "O", "O", "Si", "H", "H", "H", "H", "H", "H", "H", "H", "H"],
  "xyz": [[-1.99, -0.84, 0.23], [1.88, -1.20, -0.17], [0.07, 2.29, -0.60], [-0.78, -0.35, -0.25], [1.73, 0.15, 0.09], [0.24, 0.78, 0.24], [-1.73, -1.32, 1.22], [-2.42, -1.66, -0.36], [-2.79, -0.10, -0.02], [0.88, -1.66, -0.29], [2.36, -1.66, 0.78], [2.50, -1.52, -0.94], [-0.13, 3.12, -0.11], [0.44, 2.58, -1.50], [-0.25, 1.38, 1.68]],
  "mulliken_charge": [-0.619, -0.513, -0.412, -0.218, -0.299, 0.272, 0.290, 0.251, 0.267, 0.214, 0.205, 0.312, 0.194, 0.212, -0.157],
  "lumo_energy_ev": 0.9836,
  "gap_ev": 10.682,
  "smiles": "CO[SiH](N)OC",
  "total_charge": 0,
  "homo_energy_ev": -9.70
}

---

4.
{
  "formula": "C2H9NO3",
  "method": "ωB97M-V/def2-TZVPD",
  "elements": ["C", "C", "N", "O", "H", "H", "H", "H", "H", "H", "H", "O", "H", "H", "O"],
  "xyz": [[0.28, -2.81, -1.82], [0.54, -2.50, -3.33], [-0.48, -2.94, -4.29], [1.53, -1.92, -3.75], [1.04, -3.48, -1.35], [-0.69, -3.24, -1.82], [0.20, -1.98, -1.13], [-0.24, -2.98, -5.24], [-0.94, -3.62, -3.88], [-1.37, 4.20, 3.62], [-2.31, 4.39, 4.77], [-1.93, 4.89, 4.05], [1.93, 3.47, 4.93], [1.01, 4.50, 4.93], [1.42, 4.03, 4.32]],
  "mulliken_charge": [-0.830, 0.575, -0.427, -0.541, 0.237, 0.298, 0.267, 0.234, 0.187, 0.329, 0.314, -0.650, 0.317, 0.282, -0.593],
  "lumo_energy_ev": 0.7834,
  "gap_ev": 10.668,
  "smiles": "CC(N)=O.O.O",
  "total_charge": 0,
  "homo_energy_ev": -9.89
}

---

5.
{
  "formula": "C2H9NO5",
  "method": "ωB97M-V/def2-TZVPD",
  "elements": ["O", "C", "N", "C", "O", "H", "H", "H", "H", "H", "O", "H", "H", "O", "H", "H", "O"],
  "xyz": [[-4.74, 5.10, 2.04], [-3.80, 4.43, 1.76], [-3.23, 3.36, 2.47], [-3.45, 3.09, 3.87], [-4.33, 3.71, 4.38], [-3.14, 4.70, 0.91], [-2.64, 2.71, 1.97], [-2.65, 2.47, 4.27], [5.24, 0.51, -3.66], [4.70, -0.90, -3.46], [5.40, -0.33, -3.20], [2.16, -3.06, -4.09], [2.89, -4.44, -4.21], [3.01, -3.50, -4.16], [0.94, -6.25, -0.05], [1.78, -5.65, 1.02], [1.86, -5.97, 0.12]],
  "mulliken_charge": [-0.421, 0.030, -0.135, 0.113, -0.446, 0.309, 0.226, 0.325, 0.316, 0.315, -0.636, 0.317, 0.313, -0.625, 0.321, 0.317, -0.638],
  "lumo_energy_ev": 0.5871,
  "gap_ev": 10.617,
  "smiles": "O=CNC=O.O.O.O",
  "total_charge": 0,
  "homo_energy_ev": -10.03
}

---

6.
{
  "formula": "C2H9NOS",
  "method": "ωB97M-V/def2-TZVPD",
  "elements": ["C", "C", "S", "N", "H", "H", "H", "H", "H", "H", "H", "H", "H", "O"],
  "xyz": [[-0.76, -0.17, -0.52], [-1.76, 0.98, -0.14], [-3.15, 0.85, -1.43], [-0.13, -0.63, 0.66], [-0.06, 0.23, -1.39], [-1.38, -0.89, -1.02], [-1.25, 1.97, -0.19], [-2.16, 0.89, 0.90], [-2.84, 1.92, -2.20], [-0.12, -1.61, 0.76], [-0.47, -0.16, 1.49], [4.33, -0.50, 1.17], [5.08, -1.74, 1.26], [4.67, -1.13, 0.64]],
  "mulliken_charge": [-0.286, -0.677, -0.267, -0.462, 0.183, 0.316, 0.315, 0.343, 0.132, 0.210, 0.196, 0.294, 0.317, -0.613],
  "lumo_energy_ev": 0.9360,
  "gap_ev": 9.755,
  "smiles": "NCCS.O",
  "total_charge": 0,
  "homo_energy_ev": -8.82
}